Computed, not measured: one molecule with the formula C3H2N2OS2 in a non-equilibrium geometry, with wB97M-V/def2-TZVPD.

Atoms and positions in Å:
S (0.56649, 1.47890, -0.43477)
S (-0.66584, -1.32110, -0.63294)
O (-2.85783, -0.40494, 0.50496)
N (2.67455, -1.00986, 0.99823)
N (-0.95441, 1.05240, 0.48280)
C (-1.72469, -0.03603, 0.11717)
C (1.77836, -0.69863, 0.25918)
C (0.86590, -0.18848, -0.79910)
H (-1.07207, 1.57482, 1.18871)
H (1.38954, -0.44708, -1.68426)

Cartesian forces, eV/Å:
-2.95 0.75 0.53
0.24 1.80 -0.89
3.37 2.07 -1.25
-4.42 1.35 -3.33
2.26 -4.27 -7.93
-1.52 -2.05 2.06
4.65 -1.37 3.11
0.13 -3.40 2.43
-1.80 4.69 6.63
0.04 0.44 -1.35

The LUMO energy comes out at -0.786 eV. The maximum force comes out at 9.3 eV/Å. Its multiplicity is 1. For the total energy, the calculation gives -1096.5679 Eh. As for the charge: 0. The energy above the lowest of the compared OMol25 structures with the same formula, charge and spin comes out at 1.663 eV. Its gap between HOMO and LUMO is 9.060 eV. The SMILES is N#C[C@@H]1SNC(=O)S1.